No. 1
9 unconnected molecules or ions with the total composition C27H54O27 at a distorted geometry. Source: the OMol25 dataset; level of theory: ωB97M-V/def2-TZVPD.

## Properties
HOMO: -10.39 eV
Energy relative to the best compared isomer or geometry (same formula, charge and spin): 527.9 kJ/mol
SMILES: COC(=O)OC.COC(=O)OC.COC(=O)OC.COC(=O)OC.COC(=O)OC.COC(=O)OC.COC(=O)OC.COC(=O)OC.COC(=O)OC
Charge: 0
LUMO level: 0.428 eV

XYZ file:
```
108
Properties=species:S:1:pos:R:3:lowdin_charge:R:1
C -3.74 -7.51 18.40 0.016
O -2.94 -8.70 18.72 -0.039
C -2.30 -8.75 19.88 -0.598
O -2.33 -7.87 20.72 0.111
O -1.55 -9.85 19.91 -0.031
C -0.37 -9.84 20.68 -0.038
H -3.73 -7.35 17.32 0.103
H -3.32 -6.62 18.86 0.087
H -4.68 -7.66 18.93 0.090
H 0.38 -10.56 20.36 0.100
H -0.70 -10.06 21.69 0.099
H 0.10 -8.86 20.61 0.098
C -6.58 -9.39 13.78 -0.047
O -7.55 -8.69 13.00 -0.025
C -8.81 -8.32 13.44 -0.503
O -9.15 -8.38 14.63 0.087
O -9.57 -7.84 12.47 0.007
C -10.90 -7.47 12.59 -0.063
H -7.09 -10.14 14.37 0.090
H -6.11 -8.69 14.48 0.078
H -5.78 -9.84 13.19 0.094
H -11.19 -7.23 13.61 0.094
H -11.55 -8.26 12.22 0.101
H -11.08 -6.55 12.04 0.097
C -2.20 -15.22 22.72 -0.050
O -3.37 -14.62 22.18 -0.021
C -3.25 -13.38 21.67 -0.555
O -2.14 -12.90 21.49 0.107
O -4.49 -12.91 21.39 -0.001
C -4.71 -11.54 20.94 -0.006
H -2.46 -16.12 23.28 0.094
H -1.78 -14.52 23.43 0.097
H -1.55 -15.47 21.88 0.100
H -4.58 -10.90 21.81 0.101
H -5.67 -11.41 20.45 0.091
H -3.93 -11.21 20.26 0.072
C -9.00 -8.23 18.26 -0.001
O -8.23 -9.46 18.31 -0.005
C -7.10 -9.55 17.61 -0.436
O -6.56 -8.62 16.94 0.069
O -6.45 -10.79 17.96 -0.039
C -5.16 -11.03 17.49 -0.105
H -9.20 -8.11 17.19 0.090
H -8.47 -7.32 18.54 0.077
H -9.92 -8.28 18.84 0.070
H -4.39 -10.32 17.80 0.073
H -5.13 -11.03 16.40 0.093
H -4.77 -12.00 17.79 0.072
C 2.52 -8.74 17.24 -0.042
O 1.29 -9.45 17.00 -0.063
C 1.18 -10.41 15.99 -0.458
O 2.16 -10.87 15.42 0.115
O -0.17 -10.73 15.75 -0.027
C -1.24 -10.33 16.61 -0.045
H 3.36 -9.37 16.96 0.086
H 2.53 -8.47 18.30 0.089
H 2.76 -7.86 16.65 0.090
H -2.22 -10.76 16.40 0.086
H -1.26 -9.24 16.58 0.092
H -0.99 -10.61 17.63 0.081
C -4.07 -5.71 21.98 -0.052
O -5.00 -5.95 20.97 0.023
C -6.06 -5.27 20.89 -0.585
O -6.54 -4.62 21.87 0.058
O -6.68 -5.41 19.70 0.007
C -8.02 -4.84 19.51 -0.037
H -3.18 -5.21 21.60 0.106
H -3.80 -6.73 22.23 0.083
H -4.31 -5.34 22.97 0.102
H -8.80 -5.44 19.98 0.059
H -8.32 -4.89 18.46 0.088
H -8.26 -3.78 19.58 0.099
C -11.42 -11.14 19.45 -0.046
O -12.53 -10.38 19.97 -0.038
C -13.51 -9.95 19.06 -0.447
O -13.56 -10.12 17.83 0.086
O -14.40 -9.11 19.74 -0.031
C -15.37 -8.45 18.91 -0.052
H -11.72 -12.16 19.19 0.098
H -10.60 -11.08 20.16 0.095
H -11.00 -10.70 18.55 0.081
H -15.94 -9.13 18.27 0.093
H -14.92 -7.71 18.24 0.078
H -16.09 -7.95 19.55 0.098
C -13.68 -5.18 18.63 -0.122
O -13.46 -5.84 19.79 0.015
C -12.17 -6.13 19.99 -0.534
O -11.25 -5.96 19.14 0.080
O -12.06 -6.63 21.20 0.026
C -10.86 -7.07 21.68 -0.040
H -13.52 -5.75 17.72 0.102
H -13.21 -4.20 18.57 0.106
H -14.74 -4.94 18.62 0.101
H -10.57 -7.79 20.92 0.084
H -10.90 -7.54 22.67 0.109
H -10.12 -6.27 21.68 0.096
C -5.43 -18.66 15.85 -0.069
O -4.88 -17.52 16.41 0.008
C -5.06 -16.31 15.88 -0.514
O -5.61 -16.00 14.80 0.087
O -4.37 -15.46 16.71 -0.022
C -4.18 -14.09 16.31 -0.038
H -5.37 -19.47 16.58 0.097
H -4.98 -19.03 14.92 0.098
H -6.48 -18.56 15.57 0.097
H -5.13 -13.57 16.37 0.083
H -4.01 -14.22 15.24 0.090
H -3.32 -13.48 16.62 0.093
```



No. 2
A molecular structure, C27H54P2PtSi at a distorted geometry. Source: the OMol25 dataset; level of theory: ωB97M-V/def2-TZVPD.

## Properties
2S+1: 5
HOMO (alpha / beta): -12.18 / -14.17 eV
Energy relative to the best compared isomer or geometry (same formula, charge and spin): 0.0 kJ/mol
Charge: +2
LUMO level (alpha / beta): -4.271 / -9.863 eV

XYZ file:
```
85
Properties=species:S:1:pos:R:3:mulliken_spin:R:1
Pt 0.42 0.80 -0.18 0.900
C 2.35 -1.43 -0.15 0.370
C 1.51 -2.25 -0.91 0.278
C 1.39 -0.14 -1.89 0.631
C 2.30 -0.07 -0.68 0.244
C 0.98 -1.52 -2.00 0.223
C 3.29 -1.87 0.90 0.007
H 2.82 -2.59 1.60 0.006
H 3.65 -1.01 1.49 0.003
H 4.17 -2.37 0.48 0.021
C 3.49 0.82 -0.68 0.010
H 4.03 0.78 0.27 0.001
H 3.20 1.86 -0.87 -0.004
H 4.20 0.53 -1.48 0.026
C 1.58 0.75 -3.06 0.013
H 2.32 0.33 -3.75 0.017
H 1.93 1.73 -2.75 -0.009
H 0.64 0.88 -3.61 0.018
C 0.28 -2.10 -3.16 -0.026
H 0.94 -2.77 -3.72 0.034
H -0.06 -1.32 -3.85 -0.007
H -0.59 -2.69 -2.85 0.031
C 1.32 -3.70 -0.69 -0.026
H 2.16 -4.30 -1.07 0.038
H 0.41 -4.05 -1.19 0.000
H 1.23 -3.93 0.38 0.009
C -1.82 -1.53 1.75 0.040
C -0.86 -2.47 1.67 0.050
C -1.16 -3.93 1.74 0.009
C -1.70 -4.58 0.42 0.005
C -2.01 -3.61 -0.67 0.004
C -3.00 -2.71 -0.54 0.005
C -3.88 -2.66 0.68 -0.004
C -3.27 -1.94 1.91 0.012
H -1.92 -4.12 2.52 0.001
H -2.61 -5.15 0.69 -0.001
H -0.26 -4.48 2.04 -0.001
H -3.37 -2.63 2.76 0.002
H -1.60 -0.46 1.83 -0.005
H 0.21 -2.21 1.62 -0.069
H -3.89 -1.06 2.14 0.001
H -4.83 -2.17 0.41 0.000
H -3.39 -2.15 -1.39 0.004
H -4.15 -3.69 0.98 0.000
H -0.98 -5.33 0.08 0.000
H -1.57 -3.84 -1.64 -0.004
P 0.87 1.18 2.16 0.214
C 2.52 1.86 2.59 0.032
H 2.49 2.29 3.60 0.003
H 2.84 2.64 1.88 -0.009
H 3.26 1.05 2.57 -0.005
C -0.31 2.28 3.04 0.064
H 0.11 2.56 4.02 0.012
H -1.26 1.74 3.21 -0.007
H -0.51 3.19 2.48 -0.013
C 0.93 -0.28 3.26 0.078
H -0.04 -0.79 3.28 -0.014
H 1.21 0.02 4.28 0.007
H 1.69 -0.98 2.89 -0.008
P -1.74 1.28 -1.01 0.103
C -2.20 0.06 -2.29 0.112
H -3.27 0.19 -2.56 0.003
H -2.04 -0.95 -1.89 -0.058
H -1.59 0.19 -3.19 0.005
C -3.01 1.20 0.29 0.066
H -3.22 0.15 0.54 -0.018
H -3.94 1.69 -0.06 0.001
H -2.67 1.72 1.19 -0.010
C -2.14 2.83 -1.90 0.014
H -3.20 2.80 -2.19 0.003
H -1.53 2.91 -2.81 -0.004
H -1.96 3.70 -1.26 0.000
C 1.01 3.93 -2.30 0.059
Si 1.00 3.40 -0.45 0.391
C 2.66 4.21 0.13 0.044
C -0.30 4.51 0.42 0.066
H 2.04 3.95 -2.68 0.004
H 0.64 4.97 -2.37 0.005
H 0.40 3.31 -2.96 -0.004
H 2.79 5.15 -0.43 0.006
H 2.64 4.48 1.20 0.002
H 3.56 3.60 -0.05 -0.001
H 0.09 4.85 1.39 0.003
H -0.45 5.42 -0.19 0.007
H -1.28 4.04 0.58 -0.007
```



No. 3
A molecular structure, C27H56Br12N2O6S2Si. Source: the OMol25 dataset; level of theory: ωB97M-V/def2-TZVPD.

## Properties
HOMO: -8.59 eV
Charge: 0
LUMO level: -0.141 eV

XYZ file:
```
106
Properties=species:S:1:pos:R:3:lowdin_charge:R:1
C -4.29 -1.78 2.77 -0.148
C -3.39 -1.57 4.01 -0.507
S -1.62 -1.88 3.73 0.837
C -0.94 -0.19 3.70 -0.437
C -1.53 0.76 2.65 -0.227
N -1.18 0.48 1.24 -0.060
C -0.12 -0.49 1.00 -0.181
C 1.30 0.03 1.22 -0.228
O 2.18 -1.05 0.90 -0.266
Si 3.77 -0.67 0.56 0.386
C 4.38 0.78 1.56 -0.153
C 4.78 -2.20 0.99 -0.187
C 3.96 -0.31 -1.27 -0.151
O -2.36 -0.10 0.67 -0.122
C -2.78 0.64 -0.46 -0.138
C -2.03 0.25 -1.75 -0.322
C -0.73 1.05 -1.96 -0.054
C -2.94 0.28 -2.99 -0.152
C -2.64 -0.83 -4.02 -0.409
C -1.40 -0.50 -4.89 -0.072
C -3.85 -1.08 -4.93 -0.097
C -1.48 2.29 3.04 -0.514
N -2.37 2.49 4.17 0.112
O -2.00 3.08 2.01 -0.073
C -1.14 3.60 0.98 -0.207
C -2.03 4.27 -0.08 -0.150
C -1.55 5.68 -0.49 -0.193
C -0.69 5.68 -1.77 -0.183
C 0.73 5.17 -1.50 -0.263
O 1.61 5.61 -2.53 -0.068
S 0.16 3.01 3.57 0.703
C 0.67 2.22 5.09 -0.130
O -0.15 4.40 3.91 -0.307
O 1.21 2.76 2.60 -0.315
H -3.71 -2.15 1.92 0.059
H -4.75 -0.84 2.45 0.069
H -5.08 -2.50 2.97 0.066
H -3.70 -2.24 4.82 0.063
H -3.49 -0.55 4.38 0.059
H 0.14 -0.33 3.58 0.032
H -1.09 0.22 4.70 0.068
H -2.62 0.60 2.68 0.137
H -0.13 -0.76 -0.07 0.056
H -0.26 -1.45 1.52 0.042
H 1.48 0.89 0.55 0.117
H 1.50 0.34 2.25 0.087
H 5.47 0.82 1.41 0.043
H 3.97 1.74 1.22 0.039
H 4.20 0.67 2.64 0.014
H 4.12 -3.08 0.96 -0.007
H 5.22 -2.11 1.99 0.002
H 5.56 -2.35 0.25 0.007
H 3.45 -1.07 -1.87 0.012
H 3.58 0.68 -1.54 0.035
H 5.03 -0.33 -1.52 0.036
H -2.72 1.71 -0.23 0.110
H -3.84 0.39 -0.57 0.128
H -1.74 -0.81 -1.60 0.103
H -0.04 0.52 -2.63 0.068
H -0.22 1.25 -1.01 0.050
H -0.95 2.01 -2.45 0.076
H -2.85 1.25 -3.50 0.120
H -3.98 0.15 -2.67 0.106
H -2.43 -1.77 -3.47 0.125
H -0.47 -0.90 -4.46 0.057
H -1.29 0.58 -5.01 0.082
H -1.50 -0.95 -5.89 0.042
H -3.75 -2.04 -5.45 0.015
H -4.79 -1.10 -4.36 0.074
H -3.93 -0.29 -5.69 0.086
H -2.00 3.06 4.91 0.077
H -2.72 1.62 4.54 0.070
H -0.45 4.34 1.41 0.099
H -0.53 2.80 0.56 0.096
H -3.05 4.32 0.32 0.122
H -2.06 3.64 -0.97 0.088
H -0.99 6.14 0.34 0.111
H -2.43 6.32 -0.66 0.108
H -1.16 4.99 -2.49 0.109
H -0.64 6.67 -2.23 0.113
H 1.08 5.52 -0.52 0.122
H 0.73 4.07 -1.48 0.110
H 2.45 5.86 -2.14 0.075
H -0.15 2.06 5.78 0.064
H 1.42 2.92 5.47 0.079
H 1.16 1.27 4.85 0.059
C 3.32 -3.22 4.76 -1.602
Br 4.17 -1.52 5.08 0.587
Br 1.65 -3.00 3.84 0.605
Br 4.48 -4.43 3.81 0.613
H 3.10 -3.66 5.72 -0.029
C 1.39 -3.91 -0.56 -1.592
Br 0.66 -2.67 -1.84 0.667
Br 0.18 -4.24 0.89 0.611
Br 1.93 -5.55 -1.40 0.562
H 2.28 -3.45 -0.15 -0.061
C 6.04 -6.85 -1.51 -1.641
Br 7.89 -7.07 -1.98 0.579
Br 5.61 -5.01 -1.15 0.584
Br 4.88 -7.60 -2.85 0.560
H 5.87 -7.40 -0.60 -0.027
C -1.92 -4.85 -7.65 -1.643
Br -2.70 -3.10 -7.83 0.612
Br -0.84 -4.97 -6.07 0.568
Br -3.27 -6.22 -7.69 0.574
H -1.27 -5.01 -8.50 -0.031
```



No. 4
A molecular structure, C27H56KN13O2 at a distorted geometry. Source: the OMol25 dataset; level of theory: ωB97M-V/def2-TZVPD.

## Properties
HOMO: -8.00 eV
Energy relative to the best compared isomer or geometry (same formula, charge and spin): 139.6 kJ/mol
Charge: 0
LUMO level: 0.265 eV

XYZ file:
```
99
Properties=species:S:1:pos:R:3:lowdin_charge:R:1
K -0.46 -0.17 0.18 0.675
C -0.84 3.49 4.35 -0.091
N 0.50 3.29 3.90 -0.227
C 1.44 4.24 4.42 -0.097
C 0.66 2.68 2.64 -0.372
N 0.93 1.46 2.42 0.101
C 1.12 0.54 3.48 -0.210
C 0.27 -0.76 3.33 -0.169
N 0.62 -1.67 2.21 -0.227
C 2.02 -1.92 2.08 -0.217
C 2.72 -0.92 1.18 -0.210
N 2.26 -0.91 -0.21 0.086
C 3.08 -0.88 -1.17 -0.384
N 2.73 -1.23 -2.48 -0.168
C 3.14 -0.44 -3.66 -0.042
C 1.39 -1.71 -2.67 -0.090
N 4.43 -0.51 -1.15 -0.180
C 4.99 0.47 -0.24 -0.081
C 5.48 -1.39 -1.69 -0.054
C -0.12 -2.93 2.32 -0.182
C -0.35 -3.69 1.00 -0.237
N -1.19 -2.93 0.17 0.073
C -2.09 -3.57 -0.48 -0.393
N -3.09 -2.91 -1.12 -0.165
C -3.31 -3.03 -2.52 -0.064
C -3.36 -1.54 -0.68 -0.069
N -2.13 -4.96 -0.61 -0.164
C -1.03 -5.66 -1.23 -0.080
C -3.34 -5.70 -0.87 -0.073
N 0.61 3.58 1.59 -0.107
C 0.69 3.03 0.26 -0.070
C -0.27 4.72 1.76 -0.035
H -1.11 4.55 4.56 0.093
H -1.00 2.99 5.29 0.071
H -1.59 3.08 3.64 0.091
H 1.13 5.31 4.36 0.079
H 2.42 4.15 3.81 0.115
H 1.70 4.03 5.50 0.093
H 0.74 0.91 4.47 0.123
H 2.13 0.15 3.68 0.104
H -0.81 -0.55 3.32 0.117
H 0.43 -1.35 4.29 0.131
H 2.24 -2.91 1.79 0.102
H 2.56 -1.91 3.07 0.136
H 3.77 -1.16 1.27 0.103
H 2.66 0.06 1.65 0.079
H 3.33 -1.18 -4.50 0.110
H 3.97 0.13 -3.41 0.054
H 2.28 0.15 -3.97 0.058
H 1.15 -2.34 -1.82 0.063
H 1.36 -2.30 -3.59 0.089
H 0.66 -0.86 -2.65 0.086
H 4.20 1.08 0.19 0.089
H 5.56 1.16 -0.81 0.077
H 5.60 0.02 0.54 0.086
H 5.02 -2.05 -2.46 0.094
H 5.96 -1.94 -0.86 0.088
H 6.29 -0.79 -2.08 0.075
H -1.10 -2.64 2.76 0.130
H 0.40 -3.60 3.02 0.123
H -0.67 -4.69 1.19 0.107
H 0.66 -3.76 0.55 0.112
H -3.01 -4.00 -2.91 0.073
H -2.77 -2.28 -3.12 0.099
H -4.38 -2.95 -2.70 0.096
H -3.39 -1.51 0.44 0.115
H -4.39 -1.33 -1.04 0.099
H -2.78 -0.75 -1.08 0.027
H -0.12 -5.09 -1.19 0.073
H -1.18 -5.82 -2.33 0.098
H -0.87 -6.64 -0.79 0.089
H -4.21 -5.19 -0.57 0.077
H -3.33 -6.61 -0.23 0.101
H -3.41 -5.96 -1.90 0.068
H 1.62 2.52 0.16 0.083
H 0.74 3.86 -0.42 0.080
H -0.11 2.42 0.00 0.015
H -1.29 4.52 1.42 0.079
H 0.17 5.53 1.18 0.089
H -0.29 5.08 2.80 0.065
O -3.18 3.22 1.80 -0.046
C -2.76 2.33 1.02 -0.662
O -2.05 1.34 1.26 -0.155
C -3.09 2.53 -0.44 -0.171
C -3.98 3.57 -0.67 -0.028
C -4.30 3.98 -1.93 -0.058
C -3.84 3.19 -3.00 -0.060
C -3.04 2.11 -2.68 -0.178
N -2.59 1.78 -1.47 0.095
H -4.36 4.06 0.27 0.135
H -4.97 4.83 -2.10 0.108
H -4.16 3.41 -4.01 0.099
H -2.65 1.46 -3.45 0.090
N -0.20 2.41 -4.31 -0.076
N 0.19 2.01 -3.00 -0.068
H 0.54 2.06 -4.90 0.039
H -0.09 3.46 -4.42 0.089
H 0.71 2.77 -2.54 0.061
H -0.62 1.81 -2.43 0.008
```